Formula: C4H7NO2
Source: the OMol25 dataset
Level of theory: ωB97M-V with the def2-TZVPD basis set

```
! wB97M-V def2-TZVPD RIJCOSX def2/J DEFGRID3
* xyz 0 1
C -1.328 -0.595 0.992
C -0.599 0.276 -0.047
O -1.265 0.773 -1.125
C 0.716 -0.772 -0.870
C 1.775 -0.148 -0.415
N 1.616 0.938 0.409
O 0.232 1.274 0.432
H -0.645 -1.044 1.697
H -1.873 -1.333 0.357
H -2.084 0.080 1.500
H -2.120 1.230 -0.983
H 0.601 -1.649 -1.338
H 2.686 -0.732 -0.736
H 2.288 1.701 0.129
*
```

Its orbital gap is 9.2 eV. For the highest occupied orbital energy, the calculation gives -8.21 eV. The value obtained for the electronic energy is -9842.2873 eV. The calculation puts the energy relative to the best compared isomer or geometry (same formula, charge and spin) at 481.7 kJ/mol.